1.
Formula: C37H70B2FN2O20
Source: the OMol25 dataset
Level of theory: ωB97M-V/def2-TZVPD

## Properties
- HOMO (eV) = -5.85
- charge = -1
- LUMO energy (eV) = 2.0
- orbital gap (eV) = 7.87

Each atom is followed by the atoms it is bonded to, with distances in Å.
Cartesian coordinates (Å):
1 C 3.0418 0.4231 2.0310  C2 1.552, H39 1.091, H40 1.092, H41 1.088
2 C 2.5082 -0.8946 1.4092  C1 1.552, B3 1.582, H42 1.097, H43 1.087
3 B 3.3151 -1.3509 0.1271  C2 1.582, O4 1.389, C5 1.608
4 O 4.6089 -1.7960 0.3685  B3 1.389, H44 0.968
5 C 2.7622 -1.3965 -1.3817  B3 1.608, N6 1.515, O9 1.399, C23 1.552
6 N 3.9776 -1.2763 -2.2777  C5 1.515, C7 1.212
7 C 4.4769 -0.1757 -2.3627  N6 1.212, O8 1.171
8 O 5.0552 0.8424 -2.3346  C7 1.171
9 O 2.2289 -2.6891 -1.4221  C5 1.399, B10 1.533
10 B 0.7099 -2.6054 -1.2353  O9 1.533, O11 1.476, C19 1.624, O22 1.469
11 O 0.1648 -3.1840 -2.4786  B10 1.476, C12 1.406
12 C -1.2184 -3.4371 -2.4636  O11 1.406, C13 1.549, H45 1.095, H46 1.101
13 C -2.0838 -2.1789 -2.7237  C12 1.549, C14 1.542, C15 1.536, H47 1.093
14 C -3.2098 -2.4373 -3.7455  C13 1.542, H48 1.093, H49 1.090, H50 1.092
15 C -2.5722 -1.4669 -1.4536  C13 1.536, C16 1.548, H51 1.100, H52 1.088
16 C -3.8851 -1.9627 -0.8008  C15 1.548, C17 1.554, C18 1.535, H53 1.092
17 C -3.8487 -1.4731 0.6739  C16 1.554, H54 1.091, H55 1.092, H56 1.092
18 C -4.0710 -3.4864 -0.7774  C16 1.535, H57 1.089, H58 1.097, H59 1.087
19 C 0.4410 -3.4515 0.1247  B10 1.624, C20 1.539, F21 1.441, H60 1.090
20 C 0.6235 -4.9602 -0.1168  C19 1.539, H61 1.094, H62 1.090, H63 1.089
21 F -0.8809 -3.2675 0.6674  C19 1.441
22 O 0.5182 -1.1503 -1.1641  B10 1.469, C23 1.412
23 C 1.5882 -0.4617 -1.7774  C5 1.552, O22 1.412, C24 1.571, C33 1.550
24 C 1.5589 0.9559 -1.1002  C23 1.571, C25 1.539, H64 1.094, H65 1.093
25 C 0.2763 1.2381 -0.2976  C24 1.539, C26 1.554, H66 1.086, H67 1.085
26 C 0.2331 2.7450 0.0803  C25 1.554, C27 1.551, H68 1.094, H69 1.091
27 C -1.2302 3.2591 0.0936  C26 1.551, N28 1.494, H70 1.085, H71 1.097
28 N -1.5226 4.0979 -1.1073  C27 1.494, C29 1.473, C30 1.420
29 C -1.5016 3.2489 -2.3103  N28 1.473, H72 1.097, H73 1.085, H74 1.090
30 C -2.8087 4.6573 -0.8843  N28 1.420, C31 1.515, O32 1.214
31 C -3.9978 4.2674 -1.7381  C30 1.515, H75 1.083, H76 1.092, H77 1.090
32 O -2.9731 5.4437 0.0254  C30 1.214
33 C 1.3570 -0.1924 -3.2859  C23 1.550, C34 1.553, H78 1.092, H79 1.090
34 C 1.6682 -1.3425 -4.2824  C33 1.553, C35 1.558, H80 1.085, H81 1.090
35 C 2.7993 -0.9510 -5.2797  C34 1.558, C36 1.504, H82 1.090, H83 1.090
36 C 3.6064 -2.1368 -5.7329  C35 1.504, O37 1.208, O38 1.352
37 O 3.2730 -2.9303 -6.5806  C36 1.208
38 O 4.8044 -2.2337 -5.1147  C36 1.352, H84 0.967
39 H 2.3615 1.2397 1.7867  C1 1.091
40 H 4.0217 0.6923 1.6301  C1 1.092
41 H 3.1305 0.3575 3.1134  C1 1.088
42 H 2.6905 -1.6903 2.1422  C2 1.097
43 H 1.4335 -0.8833 1.2453  C2 1.087
44 H 4.7263 -2.5966 -0.1627  O4 0.968
45 H -1.5419 -3.9723 -1.5650  C12 1.095
46 H -1.4263 -4.1212 -3.3010  C12 1.101
47 H -1.3973 -1.4831 -3.2119  C13 1.093
48 H -3.4808 -3.4955 -3.7664  C14 1.093
49 H -2.9053 -2.1820 -4.7606  C14 1.090
50 H -4.1235 -1.8901 -3.5040  C14 1.092
51 H -2.7603 -0.4217 -1.7411  C15 1.100
52 H -1.8070 -1.4341 -0.6807  C15 1.088
53 H -4.7655 -1.4835 -1.2340  C16 1.092
54 H -3.2722 -0.5541 0.7856  C17 1.091
55 H -4.8485 -1.3843 1.1047  C17 1.092
56 H -3.3253 -2.2252 1.2680  C17 1.092
57 H -3.6016 -3.9556 0.0864  C18 1.089
58 H -5.1435 -3.6989 -0.6931  C18 1.097
59 H -3.7377 -3.9924 -1.6793  C18 1.087
60 H 1.1171 -3.1816 0.9363  C19 1.090
61 H 1.5594 -5.2814 0.3495  C20 1.094
62 H -0.1756 -5.5345 0.3524  C20 1.090
63 H 0.7107 -5.2023 -1.1754  C20 1.089
64 H 2.4053 1.1367 -0.4310  C24 1.094
65 H 1.6009 1.7467 -1.8531  C24 1.093
66 H -0.5950 1.0584 -0.9210  C25 1.086
67 H 0.2637 0.6809 0.6333  C25 1.085
68 H 0.7586 3.3600 -0.6556  C26 1.094
69 H 0.7316 2.9380 1.0316  C26 1.091
70 H -1.3818 3.8914 0.9621  C27 1.085
71 H -1.9035 2.3931 0.0753  C27 1.097
72 H -2.1049 2.3436 -2.1716  C29 1.097
73 H -1.8230 3.8066 -3.1843  C29 1.085
74 H -0.4853 2.8995 -2.4930  C29 1.090
75 H -4.8971 4.7356 -1.3570  C31 1.083
76 H -4.1006 3.1801 -1.7398  C31 1.092
77 H -3.8370 4.5487 -2.7793  C31 1.090
78 H 0.2846 0.0056 -3.3481  C33 1.092
79 H 1.9231 0.6773 -3.6195  C33 1.090
80 H 1.9084 -2.2767 -3.7857  C34 1.085
81 H 0.7881 -1.5230 -4.8993  C34 1.090
82 H 3.5010 -0.2610 -4.8101  C35 1.090
83 H 2.3712 -0.4348 -6.1387  C35 1.090
84 H 5.0609 -3.1655 -5.0903  O38 0.967
85 C -3.1052 7.4472 1.9836  O86 1.436, H91 1.076, H92 1.090, H93 1.085
86 O -2.0823 7.7661 2.9402  C85 1.436, C87 1.325
87 C -1.8851 9.0614 3.1367  O86 1.325, O88 1.205, O89 1.339
88 O -2.4741 9.9660 2.6022  C87 1.205
89 O -0.9079 9.2021 4.0411  C87 1.339, C90 1.426
90 C -0.5884 10.5569 4.3493  O89 1.426, H94 1.089, H95 1.089, H96 1.087
91 H -3.1562 6.3739 1.9330  C85 1.076
92 H -4.0668 7.8415 2.3129  C85 1.090
93 H -2.8465 7.8406 1.0058  C85 1.085
94 H -1.4506 11.0700 4.7723  C90 1.089
95 H -0.2394 11.0825 3.4619  C90 1.089
96 H 0.2094 10.5253 5.0863  C90 1.087
97 C 0.0259 4.5976 3.6117  O98 1.430, H103 1.086, H104 1.089, H105 1.088
98 O 0.9522 3.5406 3.8747  C97 1.430, C99 1.331
99 C 1.0941 3.2328 5.1616  O98 1.331, O100 1.204, O101 1.332
100 O 0.5271 3.7607 6.0838  C99 1.204
101 O 1.9758 2.2383 5.2531  C99 1.332, C102 1.427
102 C 2.2358 1.7955 6.5843  O101 1.427, H106 1.088, H107 1.089, H108 1.086
103 H 0.0051 4.7360 2.5349  C97 1.086
104 H -0.9729 4.3242 3.9485  C97 1.089
105 H 0.3417 5.5216 4.0916  C97 1.088
106 H 1.3278 1.4136 7.0471  C102 1.088
107 H 2.6568 2.6017 7.1836  C102 1.089
108 H 2.9609 0.9898 6.5111  C102 1.086
109 C 3.3115 -3.4884 7.6288  O110 1.429, H115 1.086, H116 1.089, H117 1.088
110 O 2.4377 -2.3612 7.7191  C109 1.429, C111 1.332
111 C 1.5501 -2.4287 8.7094  O110 1.332, O112 1.203, O113 1.333
112 O 1.4382 -3.3274 9.5018  C111 1.203
113 O 0.8050 -1.3241 8.6691  C111 1.333, C114 1.428
114 C -0.2029 -1.2527 9.6782  O113 1.428, H118 1.089, H119 1.088, H120 1.086
115 H 3.9712 -3.2985 6.7874  C109 1.086
116 H 3.9021 -3.5900 8.5377  C109 1.089
117 H 2.7448 -4.3990 7.4448  C109 1.088
118 H 0.2449 -1.2595 10.6705  C114 1.089
119 H -0.9072 -2.0763 9.5769  C114 1.088
120 H -0.7244 -0.3123 9.5245  C114 1.086
121 C 0.9735 -4.4939 -5.4031  O122 1.441, H127 1.085, H128 1.083, H129 1.086
122 O 0.8491 -5.6582 -6.2426  C121 1.441, C123 1.321
123 C -0.2285 -5.6708 -7.0068  O122 1.321, O124 1.205, O125 1.343
124 O -1.0844 -4.8250 -7.0631  C123 1.205
125 O -0.2192 -6.8041 -7.7280  C123 1.343, C126 1.424
126 C -1.3365 -6.9424 -8.5997  O125 1.424, H130 1.089, H131 1.089, H132 1.087
127 H 1.8916 -4.6153 -4.8384  C121 1.085
128 H 1.0409 -3.5991 -6.0090  C121 1.083
129 H 0.1408 -4.4289 -4.7093  C121 1.086
130 H -1.3612 -6.1331 -9.3281  C126 1.089
131 H -2.2674 -6.9635 -8.0349  C126 1.089
132 H -1.2084 -7.8895 -9.1181  C126 1.087

***

2.
Formula: C37H71F3INO9PS3Si
Source: the OMol25 dataset
Level of theory: ωB97M-V/def2-TZVPD

## Properties
- HOMO (eV) = -10.79
- charge = +1
- LUMO energy (eV) = -3.3
- orbital gap (eV) = 7.45

Each atom is followed by the atoms it is bonded to, with distances in Å.
Cartesian coordinates (Å):
1 C 7.9030 -0.3606 2.4644  C2 1.551, H36 1.085, H37 1.085, H38 1.089
2 C 7.1061 -0.3870 1.1346  C1 1.551, C3 1.514, H39 1.085, H40 1.083
3 C 5.6511 -0.7158 1.3944  C2 1.514, C4 1.534, H41 1.091, H42 1.092
4 C 4.8199 -0.8656 0.1135  C3 1.534, C5 1.521, H43 1.090, H44 1.088
5 C 3.4874 -1.5360 0.4135  C4 1.521, C6 1.529, H45 1.088, H46 1.093
6 C 2.4442 -1.3829 -0.6937  C5 1.529, C7 1.525, H47 1.091, H48 1.088
7 C 1.9377 0.0440 -0.8761  C6 1.525, C8 1.525, H49 1.081, H50 1.088
8 C 1.0131 0.6236 0.1893  C7 1.525, C9 1.566, H51 1.087, H52 1.084
9 C -0.3650 -0.0247 0.5527  C8 1.566, C10 1.540, C24 1.549, C28 1.614
10 C -1.1718 -0.7028 -0.5699  C9 1.540, F11 1.358, F12 1.373, C13 1.511
11 F -0.6680 -0.3588 -1.7830  C10 1.358
12 F -2.4381 -0.1734 -0.5407  C10 1.373
13 C -1.3642 -2.2015 -0.5473  C10 1.511, C14 1.538, H53 1.087, H54 1.081
14 C -2.4415 -2.6379 -1.5549  C13 1.538, Si15 1.881, H55 1.084, H56 1.090
15 Si -3.7442 -3.6138 -0.6122  C14 1.881, C16 1.868, C17 1.885, C18 1.888
16 C -4.8337 -4.6245 -1.7433  Si15 1.868, H57 1.086, H58 1.085, H59 1.091
17 C -2.9460 -4.8114 0.6054  Si15 1.885, H60 1.087, H61 1.087, H62 1.086
18 C -4.6826 -2.3162 0.3885  Si15 1.888, C19 1.406, C23 1.409
19 C -5.3516 -1.2759 -0.2793  C18 1.406, C20 1.399, H63 1.082
20 C -5.9998 -0.2610 0.4322  C19 1.399, C21 1.400, H64 1.079
21 C -5.9893 -0.2694 1.8321  C20 1.400, C22 1.397, H65 1.079
22 C -5.3461 -1.3090 2.5077  C21 1.397, C23 1.400, H66 1.080
23 C -4.6995 -2.3284 1.7977  C18 1.409, C22 1.400, H67 1.080
24 C -0.2309 -0.8526 1.8555  C9 1.549, I25 2.156, N26 1.490, H68 1.077
25 I 0.4726 -2.8766 2.0932  C24 2.156
26 N -1.6358 -0.7912 2.3467  C24 1.490, C27 1.275, H69 1.014
27 C -2.2108 0.2905 1.9944  N26 1.275, C28 1.503, H70 1.078
28 C -1.2457 1.1490 1.2257  C9 1.614, C27 1.503, C29 1.575, P32 1.939
29 C -0.6261 1.9567 2.4270  C28 1.575, C30 1.503, F31 1.407, H71 1.089
30 C 0.3976 3.0321 2.1921  C29 1.503, H72 1.083, H73 1.087, H74 1.084
31 F -1.7680 2.5628 2.9834  C29 1.407
32 P -2.0558 2.5588 0.1701  C28 1.939, C33 1.829, C34 1.867
33 C -1.5511 2.3776 -1.5780  P32 1.829, H75 1.087, H76 1.085, H77 1.083
34 C -3.8891 2.2056 0.1398  P32 1.867, C35 1.523, H78 1.086, H79 1.087
35 C -4.5121 2.1075 -1.2463  C34 1.523, H80 1.086, H81 1.087, H82 1.083
36 H 8.8545 -0.8745 2.3822  C1 1.085
37 H 8.0540 0.6518 2.8242  C1 1.085
38 H 7.3398 -0.8776 3.2398  C1 1.089
39 H 7.2150 0.5944 0.6850  C2 1.085
40 H 7.5551 -1.1418 0.5010  C2 1.083
41 H 5.1923 0.0444 2.0287  C3 1.091
42 H 5.5896 -1.6579 1.9436  C3 1.092
43 H 4.7022 0.1351 -0.3025  C4 1.090
44 H 5.4058 -1.4397 -0.6011  C4 1.088
45 H 3.6866 -2.5972 0.5503  C5 1.088
46 H 3.1022 -1.1471 1.3590  C5 1.093
47 H 2.9483 -1.6530 -1.6230  C6 1.091
48 H 1.6302 -2.0985 -0.5953  C6 1.088
49 H 1.5400 0.1469 -1.8764  C7 1.081
50 H 2.8190 0.6824 -0.8793  C7 1.088
51 H 0.7855 1.6313 -0.1479  C8 1.087
52 H 1.5917 0.7663 1.0954  C8 1.084
53 H -1.7164 -2.4426 0.4520  C13 1.087
54 H -0.4280 -2.7129 -0.7243  C13 1.081
55 H -2.8720 -1.8038 -2.0978  C14 1.084
56 H -2.0099 -3.2986 -2.3064  C14 1.090
57 H -5.3224 -4.0406 -2.5182  C16 1.086
58 H -5.5603 -5.2025 -1.1821  C16 1.085
59 H -4.1901 -5.3456 -2.2504  C16 1.091
60 H -2.1421 -5.3805 0.1459  C17 1.087
61 H -2.5425 -4.2746 1.4603  C17 1.087
62 H -3.7049 -5.4990 0.9661  C17 1.086
63 H -5.3389 -1.2602 -1.3609  C19 1.082
64 H -6.5028 0.5220 -0.1148  C20 1.079
65 H -6.4752 0.5126 2.3952  C21 1.079
66 H -5.3506 -1.3117 3.5876  C22 1.080
67 H -4.2135 -3.1138 2.3582  C23 1.080
68 H 0.4112 -0.3740 2.5752  C24 1.077
69 H -2.1077 -1.5056 2.8906  N26 1.014
70 H -3.2366 0.5095 2.2434  C27 1.078
71 H -0.2760 1.3247 3.2419  C29 1.089
72 H 0.1362 3.7291 1.4057  C30 1.083
73 H 0.4808 3.5932 3.1188  C30 1.087
74 H 1.3847 2.6272 1.9985  C30 1.084
75 H -1.8629 3.3025 -2.0556  C33 1.087
76 H -0.4774 2.3124 -1.7195  C33 1.085
77 H -2.0119 1.5679 -2.1296  C33 1.083
78 H -4.1589 1.3403 0.7387  C34 1.086
79 H -4.3129 3.0690 0.6463  C34 1.087
80 H -4.2640 1.1583 -1.7121  C35 1.086
81 H -5.5947 2.1306 -1.1504  C35 1.087
82 H -4.2148 2.9155 -1.9038  C35 1.083
83 O -7.5732 -1.7574 5.1152  S84 1.434
84 S -8.5597 -0.7185 5.0623  O83 1.434, O85 1.432, O86 1.583, C89 1.758
85 O -8.1474 0.6393 4.8732  S84 1.432
86 O -9.4859 -0.8236 6.3411  S84 1.583, C87 1.447
87 C -8.8505 -0.8610 7.6407  O86 1.447, C88 1.515, H90 1.091, H91 1.087
88 C -8.3904 0.5069 8.1007  C87 1.515, H92 1.089, H93 1.090, H94 1.089
89 C -9.7815 -1.1229 3.8649  S84 1.758, H95 1.086, H96 1.088, H97 1.086
90 H -8.0294 -1.5785 7.6212  C87 1.091
91 H -9.6125 -1.2517 8.3109  C87 1.087
92 H -7.5709 0.8788 7.4871  C88 1.089
93 H -8.0478 0.4517 9.1338  C88 1.090
94 H -9.2054 1.2270 8.0360  C88 1.089
95 H -10.1132 -2.1433 4.0337  C89 1.086
96 H -9.3127 -1.0306 2.8874  C89 1.088
97 H -10.6059 -0.4212 3.9573  C89 1.086
98 O 0.1490 3.9121 -4.4000  S99 1.432
99 S 1.4285 3.2763 -4.4980  O98 1.432, O100 1.431, O101 1.581, C104 1.761
100 O 2.4421 3.5518 -3.5261  S99 1.431
101 O 2.0095 3.4924 -5.9528  S99 1.581, C102 1.449
102 C 2.0804 4.8476 -6.4612  O101 1.449, C103 1.514, H105 1.090, H106 1.087
103 C 3.2499 5.6207 -5.8886  C102 1.514, H107 1.089, H108 1.090, H109 1.090
104 C 1.2067 1.5336 -4.6144  S99 1.761, H110 1.086, H111 1.088, H112 1.087
105 H 1.1322 5.3530 -6.2756  C102 1.090
106 H 2.1878 4.7343 -7.5373  C102 1.087
107 H 3.1181 5.8124 -4.8245  C103 1.089
108 H 3.3431 6.5783 -6.4000  C103 1.090
109 H 4.1766 5.0611 -6.0129  C103 1.090
110 H 0.4611 1.3254 -5.3765  C104 1.086
111 H 0.8619 1.1883 -3.6422  C104 1.088
112 H 2.1603 1.0753 -4.8630  C104 1.087
113 O 8.6614 -0.3507 -1.7015  S114 1.433
114 S 8.9108 -0.0819 -3.0866  O113 1.433, O115 1.429, O116 1.585, C119 1.759
115 O 8.4181 -0.9813 -4.0823  S114 1.429
116 O 10.4663 0.1407 -3.2918  S114 1.585, C117 1.447
117 C 11.3663 -0.8726 -2.7858  O116 1.447, C118 1.515, H120 1.091, H121 1.088
118 C 11.4300 -2.0916 -3.6826  C117 1.515, H122 1.089, H123 1.090, H124 1.090
119 C 8.3976 1.5542 -3.4782  S114 1.759, H125 1.086, H126 1.088, H127 1.086
120 H 11.0789 -1.1355 -1.7671  C117 1.091
121 H 12.3366 -0.3835 -2.7380  C117 1.088
122 H 10.4882 -2.6386 -3.6782  C118 1.089
123 H 12.2173 -2.7617 -3.3377  C118 1.090
124 H 11.6386 -1.7998 -4.7114  C118 1.090
125 H 8.8048 2.2365 -2.7376  C119 1.086
126 H 7.3103 1.5630 -3.4492  C119 1.088
127 H 8.7509 1.8003 -4.4756  C119 1.086